{
  "formula": "C31H26AsBr2KN3O",
  "method": "ωB97M-V/def2-TZVPD",
  "species": ["K", "Br", "C", "C", "C", "N", "C", "C", "C", "C", "C", "Br", "C", "C", "N", "H", "H", "H", "H", "H", "H", "C", "N", "C", "C", "O", "H", "H", "H", "H", "H", "H", "H", "C", "C", "C", "C", "C", "C", "As", "C", "C", "C", "C", "C", "C", "C", "C", "C", "C", "C", "C", "H", "H", "H", "H", "H", "H", "H", "H", "H", "H", "H", "H", "H"],
  "xyz": [[-0.266312, -0.179708, -0.025461], [7.023739, 1.631800, 0.164248], [5.205513, 1.170329, 0.138603], [4.818443, -0.155314, 0.189176], [3.460359, -0.414195, 0.163679], [2.517128, 0.522202, 0.095266], [2.895794, 1.803324, 0.048196], [4.242677, 2.160098, 0.067675], [1.826635, 2.856962, -0.026946], [2.166600, 4.207187, -0.069727], [1.165306, 5.157222, -0.138395], [1.604513, 6.980016, -0.197534], [-0.155819, 4.754591, -0.162704], [-0.399614, 3.394711, -0.116205], [0.547728, 2.460098, -0.050297], [5.537769, -0.959606, 0.245591], [3.109795, -1.440440, 0.199082], [4.564422, 3.188505, 0.028117], [3.191419, 4.541666, -0.050683], [-0.968089, 5.465161, -0.215023], [-1.426345, 3.040771, -0.131100], [-4.850793, 0.698258, -1.626192], [-5.002165, 0.047923, -0.330414], [-6.314842, -0.380827, 0.136343], [-3.900573, -0.285234, 0.341320], [-2.761119, -0.000369, -0.022646], [-5.834641, 0.882720, -2.047663], [-4.280747, 0.063174, -2.305854], [-4.324140, 1.645240, -1.517489], [-7.073559, 0.275108, -0.282165], [-6.371170, -0.305819, 1.220742], [-6.540675, -1.404584, -0.168322], [-4.082833, -0.835768, 1.274463], [1.626286, -7.773673, -0.532032], [2.203715, -6.688743, -1.174827], [1.701315, -5.411213, -0.963267], [0.611350, -5.219372, -0.120640], [0.033582, -6.310104, 0.522143], [0.544028, -7.583268, 0.318385], [-0.041389, -3.412158, 0.088585], [-1.226157, -3.539387, 1.614187], [-0.862591, -3.595080, 2.952174], [-1.850203, -3.652362, 3.927109], [-3.191265, -3.646130, 3.560790], [-3.557358, -3.584048, 2.223353], [-2.575143, -3.530001, 1.238396], [-2.811107, -3.452039, -0.221022], [-4.053472, -3.421036, -0.845112], [-4.130560, -3.308091, -2.226998], [-2.974237, -3.229405, -2.994200], [-1.728406, -3.270333, -2.379218], [-1.650981, -3.387763, -1.000180], [2.020908, -8.769053, -0.690347], [3.048520, -6.832696, -1.836155], [2.168399, -4.567804, -1.458344], [-0.814789, -6.169158, 1.180243], [0.094906, -8.429558, 0.821937], [0.179447, -3.606290, 3.245711], [-1.575310, -3.705070, 4.971969], [-3.956938, -3.695363, 4.324036], [-4.607881, -3.594006, 1.956586], [-4.964051, -3.497603, -0.261393], [-5.098827, -3.293124, -2.711981], [-3.043817, -3.151210, -4.071134], [-0.832280, -3.225460, -2.985834]],
  "forces_ev_per_angstrom": [[0.23, 0.10, -0.01], [0.05, 0.02, 0.00], [-0.08, -0.06, 0.00], [0.03, -0.02, 0.00], [-0.12, -0.07, 0.00], [-0.20, 0.10, -0.02], [0.14, -0.02, 0.00], [0.00, 0.11, -0.01], [-0.06, 0.09, 0.00], [0.11, 0.00, 0.01], [-0.05, -0.05, 0.00], [0.02, 0.05, 0.00], [-0.04, 0.04, 0.00], [-0.07, -0.12, 0.01], [0.15, 0.04, -0.01], [-0.01, 0.03, 0.00], [-0.01, 0.00, 0.00], [-0.02, -0.01, 0.00], [-0.01, -0.03, 0.00], [0.02, -0.01, 0.00], [0.05, -0.05, 0.00], [-0.01, -0.08, 0.01], [0.03, -0.06, 0.01], [0.02, 0.01, -0.04], [-0.10, 0.10, 0.01], [-0.07, 0.02, 0.00], [0.00, 0.00, 0.01], [0.00, 0.00, -0.01], [0.01, 0.00, 0.01], [0.00, 0.04, 0.03], [0.03, -0.06, 0.01], [0.00, 0.00, -0.03], [-0.04, 0.01, 0.02], [-0.01, 0.01, 0.01], [-0.02, 0.01, 0.01], [0.03, -0.07, 0.00], [-0.03, -0.14, -0.03], [-0.02, 0.01, -0.02], [0.03, 0.00, -0.03], [0.14, 0.13, 0.02], [0.00, -0.05, 0.01], [-0.08, -0.01, 0.01], [-0.01, 0.00, -0.02], [0.00, 0.00, -0.03], [0.00, 0.00, 0.02], [-0.01, 0.00, -0.05], [-0.02, 0.01, 0.07], [-0.03, 0.03, -0.01], [0.00, 0.00, 0.03], [0.00, -0.01, 0.03], [-0.07, 0.00, -0.01], [0.00, -0.09, 0.00], [-0.01, 0.02, 0.00], [-0.01, 0.00, 0.01], [-0.01, 0.03, 0.00], [-0.01, 0.01, 0.01], [0.00, 0.01, 0.00], [0.04, 0.00, -0.03], [0.00, 0.00, 0.00], [0.01, 0.00, 0.00], [0.02, 0.01, -0.01], [0.02, 0.01, -0.01], [0.01, 0.00, 0.01], [0.00, 0.00, 0.00], [0.04, 0.00, 0.01]],
  "lowdin_charge": [0.73, 0.81, -0.68, -0.09, -0.12, 0.05, -0.20, -0.05, -0.20, -0.05, -0.68, 0.82, -0.09, -0.12, 0.04, 0.11, 0.10, 0.10, 0.10, 0.11, 0.11, -0.02, -0.17, -0.03, -0.33, -0.15, 0.09, 0.09, 0.09, 0.09, 0.09, 0.08, 0.14, -0.08, -0.08, -0.13, -0.40, -0.09, -0.07, 1.30, -0.36, -0.09, -0.07, -0.07, -0.03, -0.21, -0.21, -0.03, -0.07, -0.07, -0.09, -0.34, 0.11, 0.11, 0.09, 0.10, 0.11, 0.11, 0.11, 0.11, 0.11, 0.11, 0.11, 0.11, 0.11],
  "total_charge": 1,
  "lumo_energy_ev": -2.64,
  "largest_force_ev_per_a": 0.26,
  "e_above_lowest_ev": 0.530,
  "orbital_gap_ha": 0.3044
}